# 1
Formula: C31H28AsBrN5O8SV
Source: the OMol25 dataset
Level of theory: ωB97M-V/def2-TZVPD

```
76
Properties=species:S:1:pos:R:3:mulliken_spin:R:1
V -0.545 -0.552 -0.262 1.0547
C 1.995 -2.282 -1.143 -0.0113
C 1.971 -1.581 -2.500 0.0131
C 2.535 -0.182 -2.398 -0.0008
C 3.130 0.464 -3.473 -0.0003
C 3.648 1.736 -3.280 -0.0004
C 3.554 2.320 -2.026 0.0000
C 2.930 1.604 -1.017 0.0016
N 2.430 0.385 -1.200 0.0021
N 0.728 -2.331 -0.324 -0.0189
C 1.179 -2.604 1.073 0.0089
C 0.022 -2.521 2.024 0.0084
C -0.002 -3.161 3.247 -0.0009
C -1.073 -2.920 4.096 0.0027
C -2.077 -2.056 3.690 -0.0027
C -1.991 -1.469 2.441 0.0147
N -0.964 -1.709 1.621 -0.0275
C -0.114 -3.479 -0.751 -0.0291
C -0.930 -3.107 -1.944 0.0473
C -1.445 -4.015 -2.851 0.0020
C -2.218 -3.530 -3.892 0.0015
C -2.441 -2.165 -3.992 0.0009
C -1.890 -1.327 -3.042 0.0121
N -1.145 -1.799 -2.038 -0.0211
H 2.727 -1.772 -0.523 0.0011
H 2.318 -3.320 -1.254 -0.0013
H 0.961 -1.524 -2.911 0.0000
H 2.551 -2.162 -3.217 0.0005
H 3.203 -0.028 -4.435 0.0000
H 4.129 2.260 -4.095 0.0001
H 3.954 3.305 -1.832 0.0001
H 2.818 2.020 -0.020 -0.0007
H 1.899 -1.828 1.349 -0.0017
H 1.673 -3.578 1.121 -0.0008
H 0.806 -3.823 3.527 0.0002
H -1.122 -3.401 5.064 0.0001
H -2.922 -1.836 4.326 -0.0003
H -2.751 -0.796 2.072 0.0025
H -0.788 -3.736 0.067 -0.0067
H 0.523 -4.347 -0.939 -0.0003
H -1.242 -5.072 -2.741 0.0000
H -2.641 -4.209 -4.620 0.0002
H -3.038 -1.752 -4.792 -0.0001
H -2.033 -0.255 -3.063 -0.0029
Br 4.861 -1.555 2.417 0.0000
C 3.709 -0.178 3.041 -0.0004
C 4.101 0.599 4.124 0.0008
C 3.218 1.574 4.556 -0.0005
C 2.003 1.730 3.901 0.0002
C 1.734 0.904 2.824 -0.0016
N 2.576 -0.040 2.398 -0.0008
C 0.430 1.043 2.084 0.0018
O -0.498 1.654 2.542 0.0018
O 0.429 0.390 0.935 -0.0134
H 5.056 0.436 4.601 0.0000
H 3.474 2.204 5.397 0.0000
H 1.272 2.466 4.201 0.0000
O -1.828 2.497 -2.807 -0.0015
As -0.244 2.351 -2.007 -0.0044
O -0.615 3.130 -0.451 0.0061
O -0.544 0.663 -1.575 -0.0380
C -1.813 3.736 -0.146 0.0006
C -1.952 5.109 -0.288 -0.0006
C -3.141 5.731 0.053 -0.0003
C -4.205 4.984 0.544 0.0004
C -4.069 3.615 0.700 -0.0001
C -2.878 2.997 0.354 0.0002
S -3.382 0.627 -0.575 0.0000
O -2.712 1.636 0.547 0.0070
O -4.680 0.235 -0.083 -0.0041
O -2.418 -0.578 -0.164 -0.0006
H -1.847 3.223 -3.441 0.0001
H -1.108 5.678 -0.658 0.0001
H -3.236 6.803 -0.062 -0.0001
H -5.135 5.466 0.812 0.0000
H -4.871 3.002 1.090 -0.0001
```

Results
frontier orbital gap (alpha / beta)	6.67 / 7.33	eV
total charge	+1
DFT total energy	-8225.7642	hartree
spin multiplicity	2
energy relative to the best compared isomer or geometry (same formula, charge and spin)	0.2340	eV



# 2
Formula: C4H4ClF3
Source: the OMol25 dataset
Level of theory: ωB97M-V/def2-TZVPD

```
12
Properties=species:S:1:pos:R:3:nbo_charge:R:1
C -1.004 -0.731 -1.015 -0.4802
C -1.079 -0.987 0.282 -0.1090
C 0.178 0.387 1.502 0.2064
C -0.250 1.763 1.012 0.4969
F -0.077 0.251 2.823 -0.3467
F -1.484 1.684 0.486 -0.3230
F 0.594 2.125 0.025 -0.3303
Cl -1.990 -2.059 1.045 0.1171
H -1.568 -1.338 -1.687 0.2012
H -0.331 -0.115 -1.608 0.2278
H 1.102 -0.072 1.447 0.1865
H -0.264 2.427 1.963 0.1532
```

Results
frontier orbital gap	10.04	eV
DFT total energy	-914.4626	hartree
energy relative to the best compared isomer or geometry (same formula, charge and spin)	3.4471	eV



# 3
Formula: C4H4CoO2
Source: the OMol25 dataset
Level of theory: ωB97M-V/def2-TZVPD

```
11
Properties=species:S:1:pos:R:3:mulliken_spin:R:1
H 0.553 -1.021 -1.437 0.1621
O -2.705 1.018 0.020 0.2045
C -1.824 0.411 0.342 0.0634
C -0.694 -0.323 0.783 0.5940
C 0.539 -0.285 -0.074 0.1140
C 1.267 -1.486 -0.428 0.3990
H -0.872 -1.027 1.605 0.0049
H 1.093 -2.311 0.275 0.0172
H 2.314 -1.311 -0.683 0.0132
O 0.917 0.635 0.760 0.4483
Co 2.233 1.847 1.102 2.9793
```

Results
frontier orbital gap (alpha / beta)	6.65 / 7.31	eV
total charge	+4
DFT total energy	-1685.4533	hartree
spin multiplicity	6
energy relative to the best compared isomer or geometry (same formula, charge and spin)	6.0461	eV



# 4
Formula: C18H21ClN2O
Source: the OMol25 dataset
Level of theory: ωB97M-V/def2-TZVPD

```
43
Properties=species:S:1:pos:R:3:nbo_charge:R:1
C 3.351 -4.593 -4.653 -0.2505
O 3.198 -3.832 -3.482 -0.4977
C 1.931 -3.536 -3.061 0.3214
C 0.767 -3.925 -3.709 -0.3506
C -0.453 -3.556 -3.163 -0.1684
C -0.529 -2.817 -2.004 -0.2762
C 0.637 -2.424 -1.334 0.1957
N 0.542 -1.628 -0.199 -0.4435
C 1.721 -0.990 0.339 -0.2068
C 1.299 0.233 1.157 -0.2306
N 0.412 -0.177 2.227 -0.4356
C 0.142 0.864 3.208 -0.2279
C -0.591 2.066 2.662 -0.0607
C -1.981 2.100 2.639 -0.1474
C -2.660 3.166 2.079 -0.2449
C -1.942 4.216 1.532 -0.0436
Cl -2.783 5.556 0.830 0.0043
C -0.557 4.209 1.548 -0.2177
C 0.108 3.134 2.111 -0.2023
C -0.776 -0.788 1.665 -0.2306
C -0.358 -2.019 0.865 -0.2119
C 1.860 -2.798 -1.882 -0.2913
H 2.930 -4.081 -5.525 0.1752
H 2.888 -5.581 -4.555 0.1754
H 4.425 -4.711 -4.791 0.1982
H 0.791 -4.499 -4.621 0.2173
H -1.363 -3.848 -3.667 0.2114
H -1.495 -2.522 -1.626 0.2084
H 2.357 -0.656 -0.482 0.2123
H 2.293 -1.673 0.987 0.1763
H 2.187 0.694 1.594 0.2001
H 0.818 0.960 0.480 0.1770
H -0.445 0.405 4.008 0.2034
H 1.106 1.174 3.622 0.2039
H -2.542 1.285 3.072 0.2062
H -3.739 3.186 2.068 0.2269
H -0.007 5.035 1.125 0.2264
H 1.188 3.134 2.130 0.2145
H -1.434 -1.093 2.482 0.1997
H -1.324 -0.096 1.003 0.1767
H -1.237 -2.510 0.453 0.2121
H 0.148 -2.721 1.549 0.1784
H 2.795 -2.547 -1.409 0.2171
```

Results
frontier orbital gap	8.57	eV
DFT total energy	-1343.4323	hartree
SMILES string	COc1cccc(N2CCN(Cc3ccc(Cl)cc3)CC2)c1
energy relative to the best compared isomer or geometry (same formula, charge and spin)	1.1412	eV



# 5
Formula: CHI2NO2
Source: the OMol25 dataset
Level of theory: ωB97M-V/def2-TZVPD

```
7
Properties=species:S:1:pos:R:3:nbo_charge:R:1
C 1.827 -0.009 0.356 -0.3794
N 1.372 -0.004 1.675 0.3804
O 1.368 -1.041 2.262 -0.3620
O 1.135 1.111 2.142 -0.3999
I 2.580 -1.828 -0.181 0.3433
I 2.674 1.738 -0.186 0.3763
H -0.726 -0.190 -0.056 0.0413
```

Results
frontier orbital gap (alpha / beta)	7.14 / 8.60	eV
DFT total energy	-839.0452	hartree
energy relative to the best compared isomer or geometry (same formula, charge and spin)	4.2455	eV



# 6
Formula: C5H7N
Source: the OMol25 dataset
Level of theory: ωB97M-V/def2-TZVPD

```
13
Properties=species:S:1:pos:R:3:nbo_charge:R:1
N -2.501 -1.365 0.528 -0.3208
C -1.448 -1.204 0.077 0.2623
C -0.079 -1.014 -0.441 -0.5210
C 0.174 0.490 -0.808 -0.3500
C 0.394 1.322 0.457 -0.6229
C 1.048 -1.286 0.500 0.0573
H 0.048 -1.608 -1.354 0.2740
H 1.051 0.528 -1.460 0.2272
H -0.687 0.852 -1.381 0.2264
H 0.644 2.361 0.226 0.2279
H -0.498 1.313 1.092 0.2198
H 0.622 -1.301 1.526 0.1036
H 1.232 0.911 1.038 0.2161
```

Results
frontier orbital gap	8.61	eV
DFT total energy	-249.3124	hartree
energy relative to the best compared isomer or geometry (same formula, charge and spin)	4.3764	eV